Density functional theory data (ωB97M-V/def2-TZVPD) for a molecular structure, C2HF6NO3S2Sr at a distorted geometry.

Each line ends with the Löwdin charge.
Geometry (Å):
N 1.397 -0.286 -1.207  -0.678
S 2.095 1.265 -1.124  0.850
C 3.285 1.080 0.237  -0.928
F 3.909 2.252 0.388  0.071
F 4.212 0.145 0.007  0.088
F 2.711 0.765 1.404  0.076
S 0.054 -0.392 -0.324  0.831
O -1.208 -0.459 -1.247  -0.747
O -3.805 1.155 1.168  -0.555
C 0.189 -2.204 0.081  -0.802
F 1.258 -2.394 0.839  0.129
F -0.891 -2.576 0.756  0.109
F 0.288 -2.944 -1.009  0.135
Sr -3.496 0.392 -0.842  1.718
O -5.019 1.619 0.403  -0.369
H -4.980 2.581 0.471  0.072

Density functional theory data (ωB97M-V/def2-TZVPD) for a molecular structure, C13H21ClCoN6O2SSe.

Each line ends with the Mulliken spin population.
Geometry (Å):
Co -0.592 -0.224 0.913  0.983
N -0.656 -2.302 1.090  0.007
C 0.665 -2.895 1.421  0.001
C 1.781 -1.943 1.018  -0.003
N 1.497 -0.611 1.534  0.042
C 1.572 -0.506 3.001  -0.002
C 0.193 -0.552 3.660  0.005
N -0.762 0.199 2.833  -0.022
H -1.358 -2.621 1.748  0.001
H -0.957 -2.643 0.183  0.000
H 0.797 -3.865 0.940  0.000
H 0.702 -3.063 2.497  0.000
H 1.848 -1.883 -0.071  0.000
H 2.735 -2.343 1.385  0.002
H 2.127 0.086 1.137  -0.003
H 2.040 0.446 3.235  0.001
H 2.206 -1.295 3.421  0.000
H 0.266 -0.132 4.665  -0.001
H -0.174 -1.576 3.760  0.000
H -0.506 1.198 2.877  0.001
H -1.711 0.105 3.178  -0.001
N 0.546 1.279 -5.659  0.000
C 0.227 0.043 -5.252  0.000
S 0.079 -1.246 -6.256  0.000
C 0.043 -0.089 -3.776  -0.001
C 0.872 0.581 -2.886  0.001
C 0.667 0.434 -1.526  0.000
N -0.307 -0.341 -1.037  -0.021
C -1.119 -0.969 -1.893  -0.005
C -0.973 -0.886 -3.262  0.000
H 0.690 1.443 -6.642  0.000
H 0.521 2.065 -5.031  0.000
H 1.686 1.206 -3.227  0.000
H 1.274 0.976 -0.806  0.000
H -1.937 -1.531 -1.457  0.000
H -1.639 -1.417 -3.925  0.000
Se 2.978 2.404 0.909  0.000
C 1.667 2.646 2.146  0.000
N 0.820 2.726 2.942  0.000
Cl -2.025 4.225 -0.548  0.001
C -2.936 2.924 0.241  -0.003
C -2.129 1.665 0.487  -0.004
O -2.761 0.597 0.666  0.032
O -0.870 1.716 0.542  -0.013
H -3.794 2.677 -0.376  0.000
H -3.292 3.293 1.202  0.000

- ⟨S²⟩: 0.77
- Multiplicity: 2

Summary of ΔE to the lowest compared entry with this formula, charge and spin in kJ/mol
0.0; 36.5
(order as listed above)